Molecular formula: C3H3F2NO2
Method: DFT, ωB97M-V/def2-TZVPD

Last column: Löwdin charge in e.
Positions of all 11 atoms, in Å:
1 O -0.278 -1.734 0.181  0.110
2 H -2.726 -0.918 0.095  0.123
3 H 2.265 1.127 -0.405  0.171
4 F 2.120 -0.215 1.111  0.076
5 H -2.201 0.758 0.105  0.104
6 O -0.197 1.729 -0.086  0.152
7 C 1.670 0.237 -0.105  -0.329
8 N -1.995 -0.226 0.071  0.188
9 C -0.709 -0.616 0.061  -0.477
10 F 1.835 -0.737 -1.006  0.100
11 C 0.216 0.596 -0.021  -0.219

The SMILES is NC(=O)C(=O)C(F)F. The molar mass is 123.06 g/mol. For the LUMO energy, the calculation gives -0.6 eV. The HOMO energy comes out at -10.170 eV. The value obtained for the gap between HOMO and LUMO is 9.55 eV.

Molecular formula: C3H3F3N2O4
Method: DFT, ωB97M-V/def2-TZVPD

Last column: Löwdin charge in e.
Positions of all 15 atoms, in Å:
1 C -0.081 -0.363 -1.215  -0.131
2 H 1.298 -0.034 0.381  0.086
3 O 2.036 0.103 -1.775  0.099
4 O 0.710 -0.594 -3.327  0.124
5 H -0.370 0.508 0.688  0.101
6 H 0.013 -1.197 0.780  0.097
7 C 0.249 -0.279 0.246  0.023
8 O -2.246 -0.344 -0.650  0.102
9 N 0.963 -0.271 -2.193  -0.344
10 F -2.855 1.510 -3.995  0.195
11 O -1.741 0.134 -2.794  0.148
12 F -3.946 0.412 -2.524  0.191
13 N -1.353 -0.262 -1.454  -0.149
14 F -2.620 1.991 -1.915  0.193
15 C -2.784 0.996 -2.774  -0.734

The SMILES is C/C([N+](=O)[O-])=[N+](\[O-])OC(F)(F)F. The molar mass is 188.06 g/mol. For the LUMO energy, the calculation gives -1.3 eV. The HOMO energy comes out at -10.560 eV. The value obtained for the gap between HOMO and LUMO is 9.22 eV.

Copy entry 1 word for word.
Molecular formula: C3H3F2NO2
Method: DFT, ωB97M-V/def2-TZVPD

Last column: Löwdin charge in e.
Positions of all 11 atoms, in Å:
1 O -0.278 -1.734 0.181  0.110
2 H -2.726 -0.918 0.095  0.123
3 H 2.265 1.127 -0.405  0.171
4 F 2.120 -0.215 1.111  0.076
5 H -2.201 0.758 0.105  0.104
6 O -0.197 1.729 -0.086  0.152
7 C 1.670 0.237 -0.105  -0.329
8 N -1.995 -0.226 0.071  0.188
9 C -0.709 -0.616 0.061  -0.477
10 F 1.835 -0.737 -1.006  0.100
11 C 0.216 0.596 -0.021  -0.219

The SMILES is NC(=O)C(=O)C(F)F. The molar mass is 123.06 g/mol. For the LUMO energy, the calculation gives -0.6 eV. The HOMO energy comes out at -10.170 eV. The value obtained for the gap between HOMO and LUMO is 9.55 eV.